#1
# C4H11NO

2 unconnected molecules or ions with the total composition C4H11NO (ωB97M-V/def2-TZVPD, OMol25).

As for the spin multiplicity: 2. Its frontier orbital gap (alpha / beta) is 10.22 / 5.07 eV. As for the expectation value of S²: 0.7549. As for the charge: +1.

Cartesian coordinates (Å):
C (1.318, -1.275, -1.474)
C (2.246, -1.992, -0.485)
H (1.443, -0.176, -1.485)
H (1.670, -1.572, -2.458)
H (0.242, -1.346, -1.348)
H (2.520, -1.321, 0.337)
H (1.692, -2.748, 0.078)
H (3.122, -2.366, -0.994)
C (-0.892, 0.463, 1.900)
C (-1.025, 0.839, 0.430)
O (-1.424, 0.096, -0.479)
N (-0.802, 2.124, 0.170)
H (-0.661, 1.259, 2.594)
H (-0.242, -0.418, 1.902)
H (-0.937, 2.544, -0.753)
H (-0.527, 2.720, 0.942)
H (-1.826, -0.008, 2.226)

#2
# C4H11NO

2 unconnected molecules or ions with the total composition C4H11NO (ωB97M-V/def2-TZVPD, OMol25).

As for the spin multiplicity: 2. Its frontier orbital gap (alpha / beta) is 12.32 / 7.13 eV. As for the expectation value of S²: 0.7549. As for the charge: +1.

Cartesian coordinates (Å):
C (1.334, 0.159, 0.757)
N (-0.167, 0.016, 1.092)
C (-0.745, -0.956, 0.084)
C (0.012, -0.625, -1.160)
C (1.426, 0.100, -0.782)
H (1.681, -0.813, 1.173)
H (1.879, 1.076, 1.242)
H (-0.320, -0.011, 2.074)
H (-1.869, -0.930, -0.052)
H (-0.304, -1.974, 0.311)
H (0.338, -1.291, -1.992)
H (-0.677, -0.084, -1.841)
H (1.487, 1.228, -1.183)
H (2.433, -0.292, -1.057)
H (-1.527, 1.486, 0.808)
H (-2.446, 1.307, -0.180)
O (-2.536, 1.604, 0.706)

Relative energies, kJ/mol: #1 0.0; #2 108.0.

#1
# CHINOS

A molecular structure, CHINOS (ωB97M-V/def2-TZVPD, OMol25).

Its frontier orbital gap is 7.19 eV. As for the charge: -1.

Cartesian coordinates (Å):
C (0.427, -1.662, -0.044)
N (0.858, -0.382, 0.056)
O (0.925, -2.742, 0.030)
S (-1.258, -1.286, -0.010)
I (3.009, -0.172, 0.004)
H (-0.439, 0.163, -0.029)

#2
# CHINOS

A molecular structure, CHINOS (ωB97M-V/def2-TZVPD, OMol25).

Its frontier orbital gap is 7.82 eV. As for the charge: -1.

Cartesian coordinates (Å):
C (-0.331, -0.779, -0.075)
N (-0.380, 0.432, 0.241)
O (0.176, -1.841, -0.100)
S (-2.218, -0.054, 0.026)
I (2.245, 1.322, -0.026)
H (0.509, 0.920, -0.066)

Relative energies, kJ/mol: #1 22.1; #2 0.0.

#1
# C5H6NO2

A gas-phase ion, C5H6NO2 (charge +1) (ωB97M-V/def2-TZVPD, OMol25).

Its frontier orbital gap is 8.65 eV. As for the charge: +1. Its SMILES is Oc1ccc(O)[nH+]c1.

Cartesian coordinates (Å):
O (-0.292, 2.545, 1.412)
C (-0.229, 1.292, 0.742)
C (-0.626, 1.254, -0.782)
C (-0.528, -0.152, -1.468)
C (-0.030, -1.356, -0.630)
O (0.097, -2.627, -1.257)
N (0.313, -1.243, 0.780)
C (0.256, 0.026, 1.510)
H (0.615, 2.938, 1.298)
H (-0.979, 2.184, -1.359)
H (-0.820, -0.198, -2.576)
H (1.031, -2.622, -1.604)
H (0.617, -2.076, 1.317)
H (0.574, 0.034, 2.617)

#2
# C5H6NO2

A gas-phase ion, C5H6NO2 (charge +1) (ωB97M-V/def2-TZVPD, OMol25).

Its frontier orbital gap is 9.43 eV. As for the charge: +1. Its SMILES is [NH+]#CCCC(=O)C=O.

Cartesian coordinates (Å):
N (2.425, 1.350, 0.159)
C (1.472, 0.661, 0.045)
C (0.885, -0.616, -0.195)
C (-0.631, -0.624, 0.320)
C (-1.154, 0.766, -0.008)
O (-0.340, 1.664, -0.097)
C (-2.759, 1.015, 0.029)
O (-3.401, 0.028, -0.107)
H (2.847, 2.234, 0.068)
H (0.796, -0.759, -1.245)
H (1.278, -1.465, 0.214)
H (-0.633, -0.805, 1.443)
H (-1.183, -1.355, -0.240)
H (-3.033, 1.984, 0.283)

Relative energies, kJ/mol: #1 86.7; #2 0.0.

#1
# C5H9N2

2 unconnected molecules or ions with the total composition C5H9N2 (ωB97M-V/def2-TZVPD, OMol25).

Its frontier orbital gap (alpha / beta) is 9.39 / 9.39 eV. As for the charge: +1.

Cartesian coordinates (Å):
C (1.342, 0.016, -0.598)
C (3.472, -1.630, -1.526)
C (-2.240, 0.362, -0.002)
C (-1.820, 0.937, 1.270)
C (0.188, -0.110, 0.156)
N (3.211, -0.494, -1.203)
N (-0.899, 0.838, 0.075)
H (0.010, -0.977, 0.709)
H (1.729, 0.840, -1.118)
H (4.507, -1.840, -1.813)
H (2.862, -2.523, -1.426)
H (-2.293, -0.770, 0.044)
H (-2.808, 0.772, -0.847)
H (-1.837, 1.922, 1.748)
H (-1.575, 0.042, 1.981)
H (-0.774, 1.748, -0.405)

#2
# C5H9N2

2 unconnected molecules or ions with the total composition C5H9N2 (ωB97M-V/def2-TZVPD, OMol25).

Its frontier orbital gap (alpha / beta) is 8.48 / 8.48 eV. As for the charge: +1.

Cartesian coordinates (Å):
C (0.628, -0.280, 0.983)
C (-1.278, 1.008, -0.196)
C (2.530, -0.128, -0.588)
C (3.768, 0.308, -0.266)
C (-2.782, -0.806, 0.126)
N (1.625, -0.321, 0.396)
N (-2.455, 0.583, -0.274)
H (0.308, -0.639, 2.041)
H (-1.300, 2.057, -0.495)
H (2.240, -0.244, -1.709)
H (4.596, 0.437, -0.952)
H (4.139, 0.501, 0.795)
H (-2.025, -1.225, 0.762)
H (-3.648, -0.857, 0.735)
H (-3.038, -1.369, -0.645)
H (-3.310, 0.975, -0.715)

Relative energies, kJ/mol: #1 118.2; #2 0.0.

#1
# C5H9N2

A gas-phase ion, C5H9N2 (charge +1) (ωB97M-V/def2-TZVPD, OMol25).

Its frontier orbital gap is 9.10 eV. As for the charge: +1.

Cartesian coordinates (Å):
C (0.119, -1.289, -0.330)
C (-1.529, 1.308, -0.231)
C (-0.446, 1.066, 0.736)
C (-1.555, 0.082, 0.777)
C (2.340, -0.115, -0.398)
N (0.964, -0.261, -0.211)
N (-1.154, -1.095, 0.192)
H (0.439, -2.392, -0.625)
H (-2.042, 2.260, -0.024)
H (-1.447, 0.887, -1.299)
H (0.068, 1.687, 1.423)
H (-2.108, -0.007, 1.600)
H (2.739, -0.885, -1.264)
H (2.505, 0.807, -0.834)
H (2.965, -0.319, 0.516)
H (-1.859, -1.735, -0.027)

#2
# C5H9N2

A gas-phase ion, C5H9N2 (charge +1) (ωB97M-V/def2-TZVPD, OMol25).

Its frontier orbital gap is 8.15 eV. As for the charge: +1.

Cartesian coordinates (Å):
C (-0.650, -0.483, -0.219)
C (-1.204, -1.901, -0.018)
C (-1.248, 0.759, -0.722)
C (1.300, 0.456, -1.158)
C (1.191, -0.243, 1.070)
N (-1.340, -1.070, 0.915)
N (0.703, -0.204, -0.261)
H (-0.571, 1.586, -0.522)
H (-2.217, 0.947, -0.174)
H (-1.336, 0.920, -1.810)
H (0.732, 0.743, -2.037)
H (-1.811, -0.992, 1.866)
H (2.381, 0.486, -1.272)
H (0.506, -0.681, 1.709)
H (1.651, 0.707, 1.445)
H (1.914, -1.031, 1.188)

#3
# C5H9N2

2 unconnected molecules or ions with the total composition C5H9N2 (ωB97M-V/def2-TZVPD, OMol25).

Its frontier orbital gap (alpha / beta) is 11.76 / 5.25 eV. As for the charge: +1.

Cartesian coordinates (Å):
C (-3.975, 0.592, 0.202)
C (2.284, -0.455, 0.009)
C (1.552, 0.764, 0.524)
C (1.302, -1.298, -0.812)
C (0.057, 0.308, 0.311)
N (0.043, -0.641, -0.496)
N (-2.791, 0.363, 0.117)
H (-4.896, 0.559, -0.493)
H (-4.284, 0.993, 1.126)
H (3.095, -0.157, -0.690)
H (2.611, -1.022, 0.830)
H (1.629, 1.164, 1.541)
H (1.728, 1.661, -0.194)
H (1.235, -1.319, -1.966)
H (1.192, -2.392, -0.490)
H (-0.784, 0.881, 0.480)

#4
# C5H9N2

A gas-phase ion, C5H9N2 (charge +1) (ωB97M-V/def2-TZVPD, OMol25).

Its frontier orbital gap is 10.41 eV. As for the charge: +1. Its SMILES is [NH2+]=C1C[C@H]2CCN12.

Cartesian coordinates (Å):
N (1.618, -0.892, 1.347)
C (0.817, -0.047, 0.759)
C (1.073, 1.044, -0.218)
C (-0.441, 1.127, -0.481)
C (-1.121, -0.040, -1.226)
C (-1.445, -0.789, 0.075)
N (-0.521, 0.034, 0.887)
H (2.622, -0.826, 1.236)
H (1.265, -1.607, 1.971)
H (1.482, 1.951, 0.231)
H (1.687, 0.781, -1.080)
H (-0.961, 2.068, -0.365)
H (-0.421, -0.586, -1.859)
H (-1.981, 0.251, -1.821)
H (-2.461, -0.614, 0.424)
H (-1.213, -1.854, 0.118)

Relative energies, kJ/mol: #1 213.2; #2 418.7; #3 388.8; #4 0.0.

#1
# C5H9N2

A gas-phase ion, C5H9N2 (charge +1) (ωB97M-V/def2-TZVPD, OMol25).

Its frontier orbital gap is 11.01 eV. As for the charge: +1. Its SMILES is CCc1c[nH]c[nH+]1.

Cartesian coordinates (Å):
C (-0.307, -1.464, -1.678)
C (0.785, -1.065, -0.690)
C (0.261, -0.056, 0.290)
C (-0.638, -0.077, 1.303)
N (-0.804, 1.217, 1.740)
C (0.042, 2.011, 1.101)
N (0.707, 1.257, 0.233)
H (0.094, -1.780, -2.641)
H (-0.915, -0.608, -1.980)
H (-0.980, -2.243, -1.331)
H (1.618, -0.603, -1.217)
H (1.189, -1.924, -0.162)
H (-1.135, -0.899, 1.785)
H (-1.292, 1.491, 2.582)
H (0.041, 3.086, 1.117)
H (1.333, 1.657, -0.452)

#2
# C5H9N2

A molecular structure, C5H9N2 (ωB97M-V/def2-TZVPD, OMol25).

Its frontier orbital gap (alpha / beta) is 7.90 / 7.90 eV. As for the charge: +1.

Cartesian coordinates (Å):
C (0.567, 1.557, 0.015)
C (1.314, 0.411, -0.076)
C (-1.194, 0.222, -0.481)
C (2.603, -0.163, 0.102)
C (-2.440, -0.112, 0.399)
N (-0.725, 1.494, -0.175)
N (-0.193, -0.738, -0.419)
H (1.001, 2.524, 0.231)
H (-1.635, 0.332, -1.494)
H (2.844, -0.888, -0.681)
H (2.656, -0.702, 1.055)
H (3.354, 0.634, 0.118)
H (-2.845, -1.074, 0.096)
H (-3.184, 0.668, 0.274)
H (-2.128, -0.154, 1.438)
H (-0.070, -1.554, -0.992)

Relative energies, kJ/mol: #1 0.0; #2 458.7.

#1
# C2NO5

A gas-phase ion, C2NO5 (charge -1) (ωB97M-V/def2-TZVPD, OMol25).

Its frontier orbital gap is 8.82 eV. As for the charge: -1. Its SMILES is O=NC(=O)OC(=O)[O-].

Cartesian coordinates (Å):
O (2.017, 1.182, 1.765)
N (0.958, 1.348, 1.136)
C (0.443, 0.409, 0.178)
O (0.902, 0.839, -0.882)
O (-0.289, -0.514, 0.544)
C (-1.204, -1.026, -0.713)
O (-1.177, -2.234, -0.827)
O (-1.649, -0.003, -1.200)

#2
# C2NO5

A molecular structure, C2NO5 (ωB97M-V/def2-TZVPD, OMol25).

Its frontier orbital gap (alpha / beta) is 8.69 / 8.69 eV. As for the charge: -1.

Cartesian coordinates (Å):
C (-0.916, 0.488, -0.214)
C (1.853, -0.196, 0.046)
N (-1.838, -0.309, 0.529)
O (2.290, -1.166, -0.436)
O (-0.992, 1.644, -0.525)
O (1.979, 0.825, 0.605)
O (0.020, -0.392, -0.230)
O (-2.570, -1.166, 0.046)

Relative energies, kJ/mol: #1 18.8; #2 0.0.